Entry 1:
{
  "formula": "C34H28CoIN6O10",
  "method": "the ωB97M-V functional and the def2-TZVPD basis",
  "total_charge": -1,
  "multiplicity": 2,
  "total_energy_ev": -110853.404,
  "s2": 0.91,
  "gap_ev": [7.42, 7.28],
  "homo_energy_ha": [-0.1942, -0.1889],
  "elements": ["Co", "C", "O", "C", "C", "C", "C", "C", "C", "N", "C", "N", "C", "C", "C", "C", "C", "C", "O", "C", "N", "C", "C", "C", "C", "C", "C", "O", "C", "H", "H", "H", "H", "H", "H", "H", "H", "H", "H", "H", "H", "H", "H", "H", "H", "H", "H", "H", "H", "H", "H", "O", "C", "O", "C", "C", "C", "C", "C", "C", "O", "N", "O", "O", "N", "O", "O", "H", "H", "I", "C", "C", "C", "C", "N", "C", "H", "H", "H", "H"],
  "coordinates": [[-0.44, -0.30, -0.01], [0.91, -2.85, 7.33], [0.67, -1.98, 6.24], [0.82, -0.65, 6.45], [1.22, -0.08, 7.64], [1.32, 1.31, 7.75], [1.00, 2.11, 6.67], [0.59, 1.54, 5.47], [0.52, 0.16, 5.33], [0.10, -0.51, 4.18], [0.26, -0.15, 2.86], [1.14, 0.85, 2.63], [1.63, 1.32, 1.40], [1.14, 0.92, 0.15], [1.79, 1.51, -0.94], [2.84, 2.41, -0.83], [3.30, 2.79, 0.43], [2.69, 2.23, 1.54], [3.08, 2.58, 2.83], [4.40, 2.18, 3.15], [-0.39, -0.75, 1.92], [-1.16, -1.90, 2.30], [-2.54, -1.83, 2.41], [-3.27, -2.97, 2.72], [-2.62, -4.18, 2.95], [-1.23, -4.24, 2.88], [-0.50, -3.10, 2.56], [0.87, -3.17, 2.59], [1.51, -3.18, 1.31], [0.71, -3.86, 6.95], [0.23, -2.64, 8.16], [1.94, -2.79, 7.67], [1.45, -0.70, 8.49], [1.64, 1.75, 8.69], [1.06, 3.19, 6.75], [0.30, 2.17, 4.65], [-0.22, -1.46, 4.32], [1.64, 1.20, 3.43], [1.47, 1.26, -1.95], [3.30, 2.83, -1.72], [4.10, 3.50, 0.55], [5.14, 2.71, 2.55], [4.53, 1.11, 3.01], [4.55, 2.43, 4.20], [-3.03, -0.90, 2.21], [-4.35, -2.91, 2.77], [-3.19, -5.07, 3.18], [-0.70, -5.16, 3.06], [2.56, -3.40, 1.51], [1.43, -2.21, 0.82], [1.08, -3.94, 0.67], [-4.60, -0.66, -0.04], [-3.41, -0.83, -0.31], [-2.45, -0.08, 0.08], [-3.06, -1.95, -1.28], [-4.03, -2.29, -2.20], [-3.79, -3.26, -3.18], [-2.58, -3.92, -3.24], [-1.64, -3.63, -2.28], [-1.79, -2.62, -1.27], [-0.83, -2.32, -0.50], [-0.37, -4.34, -2.39], [0.13, -4.46, -3.50], [0.13, -4.80, -1.38], [-4.81, -3.57, -4.16], [-5.87, -2.96, -4.11], [-4.57, -4.43, -5.00], [-4.98, -1.78, -2.15], [-2.38, -4.65, -4.00], [-3.46, 1.49, -4.70], [-1.84, 0.47, -3.91], [-1.08, -0.38, -4.69], [-0.03, -1.06, -4.09], [0.20, -0.88, -2.74], [-0.56, -0.08, -1.99], [-1.55, 0.60, -2.55], [-1.31, -0.52, -5.74], [0.58, -1.76, -4.65], [0.99, -1.41, -2.22], [-2.15, 1.20, -1.89]]
}

Entry 2:
{
  "formula": "C34H28GeN12ORu",
  "method": "the ωB97M-V functional and the def2-TZVPD basis",
  "total_charge": 1,
  "multiplicity": 6,
  "total_energy_ev": -114728.377,
  "s2": 8.81,
  "gap_ev": [6.93, 5.37],
  "homo_energy_ha": [-0.3500, -0.4299],
  "elements": ["Ru", "C", "C", "N", "N", "C", "O", "C", "C", "C", "C", "C", "C", "C", "C", "C", "C", "C", "N", "H", "H", "H", "H", "H", "H", "H", "H", "H", "H", "H", "H", "N", "C", "N", "N", "N", "N", "C", "N", "N", "N", "N", "H", "C", "C", "C", "C", "C", "C", "Ge", "C", "C", "C", "C", "C", "C", "C", "C", "C", "C", "C", "C", "H", "H", "H", "H", "H", "H", "H", "H", "H", "H", "H", "H", "H", "H", "H"],
  "coordinates": [[-0.42, -0.13, -0.13], [3.77, -0.07, -1.18], [2.29, -0.08, -1.18], [1.54, -0.12, 0.04], [2.10, -0.02, 1.22], [1.14, -0.05, 2.17], [-0.11, -0.08, 1.85], [1.54, -0.05, 3.58], [2.88, 0.04, 3.95], [3.23, 0.02, 5.28], [2.25, -0.08, 6.26], [0.91, -0.17, 5.90], [0.55, -0.16, 4.56], [1.47, -0.07, -2.30], [1.97, -0.03, -3.62], [1.10, 0.07, -4.68], [-0.28, 0.13, -4.43], [-0.73, 0.05, -3.14], [0.09, -0.05, -2.09], [4.14, -0.05, -0.17], [4.14, 0.82, -1.71], [4.16, -0.96, -1.69], [3.64, 0.12, 3.18], [4.28, 0.09, 5.57], [2.53, -0.09, 7.31], [0.15, -0.26, 6.66], [-0.49, -0.23, 4.27], [3.04, -0.08, -3.78], [1.48, 0.11, -5.69], [-0.99, 0.22, -5.24], [-1.79, 0.05, -2.91], [-2.72, 2.44, 0.11], [-3.20, 1.16, 0.04], [-4.49, 0.88, 0.09], [-4.54, -0.45, -0.02], [-3.33, -0.95, -0.12], [-2.44, 0.06, -0.11], [-1.44, 2.80, 0.03], [-1.02, 4.08, 0.04], [0.27, 3.99, -0.11], [0.65, 2.69, -0.20], [-0.42, 1.94, -0.12], [-3.41, 3.18, 0.24], [-1.36, -4.04, 4.33], [-0.15, -4.44, 3.79], [0.23, -4.02, 2.52], [-0.62, -3.19, 1.78], [-1.84, -2.79, 2.33], [-2.21, -3.21, 3.59], [-0.10, -2.66, -0.01], [-1.30, -3.26, -1.41], [-2.46, -3.95, -1.06], [-3.28, -4.47, -2.05], [-2.97, -4.27, -3.39], [-1.82, -3.56, -3.75], [-1.00, -3.05, -2.76], [1.73, -3.21, -0.38], [2.02, -3.98, -1.52], [3.32, -4.40, -1.77], [4.35, -4.06, -0.89], [4.07, -3.32, 0.24], [2.77, -2.89, 0.49], [-1.65, -4.37, 5.32], [0.50, -5.09, 4.36], [1.17, -4.36, 2.11], [-2.50, -2.14, 1.76], [-3.16, -2.90, 4.01], [-2.72, -4.09, -0.02], [-4.17, -5.02, -1.78], [-3.62, -4.66, -4.16], [-1.57, -3.42, -4.79], [-0.11, -2.50, -3.05], [1.24, -4.28, -2.19], [3.53, -5.01, -2.64], [5.36, -4.39, -1.09], [4.86, -3.07, 0.94], [2.58, -2.31, 1.39]]
}

Entry 3:
{
  "formula": "C34H28HfN2O7S2",
  "method": "the ωB97M-V functional and the def2-TZVPD basis",
  "total_charge": -2,
  "multiplicity": 1,
  "total_energy_ev": -76007.392,
  "gap_ev": 5.83,
  "homo_energy_ha": -0.0540,
  "elements": ["Hf", "O", "C", "O", "C", "C", "C", "C", "C", "O", "C", "C", "O", "O", "H", "H", "H", "H", "H", "H", "H", "H", "S", "C", "C", "C", "C", "C", "C", "S", "H", "H", "H", "H", "O", "N", "N", "O", "C", "C", "C", "C", "C", "C", "H", "H", "H", "H", "H", "C", "C", "C", "C", "C", "C", "C", "C", "C", "C", "C", "C", "C", "C", "H", "H", "H", "H", "H", "H", "H", "H", "H", "H", "H"],
  "coordinates": [[0.53, -0.88, -0.64], [-3.79, -0.94, -0.84], [-2.68, -1.28, -0.45], [-1.62, -0.56, -0.49], [-2.48, -2.65, 0.20], [-1.55, -2.49, 1.41], [-1.63, -3.71, 2.32], [-0.88, -4.77, 1.47], [-0.48, -3.96, 0.23], [-0.24, -2.64, 0.81], [-1.69, -3.69, -0.67], [-1.23, -3.20, -2.05], [-1.68, -3.75, -3.05], [-0.33, -2.28, -2.04], [-3.46, -3.03, 0.48], [-1.61, -1.52, 1.90], [-2.66, -3.98, 2.54], [-1.11, -3.52, 3.26], [-1.50, -5.62, 1.20], [0.01, -5.13, 1.98], [0.42, -4.27, -0.28], [-2.28, -4.59, -0.83], [2.35, -0.71, 1.21], [3.54, -2.00, 1.10], [4.53, -2.09, 2.09], [5.50, -3.09, 2.06], [5.48, -4.02, 1.03], [4.51, -3.94, 0.05], [3.53, -2.94, 0.06], [2.31, -2.89, -1.19], [4.52, -1.36, 2.89], [6.25, -3.14, 2.84], [6.23, -4.81, 0.99], [4.49, -4.67, -0.76], [2.25, 0.02, -1.90], [2.03, 0.78, -2.88], [0.79, 1.05, -3.01], [-0.08, 0.58, -2.16], [0.35, 1.93, -4.03], [1.19, 2.32, -5.07], [0.72, 3.20, -6.03], [-0.58, 3.69, -5.96], [-1.41, 3.29, -4.92], [-0.95, 2.41, -3.95], [2.19, 1.92, -5.11], [1.37, 3.50, -6.84], [-0.95, 4.38, -6.71], [-2.42, 3.67, -4.85], [-1.57, 2.09, -3.12], [-1.94, 3.31, 5.23], [-1.36, 3.88, 4.11], [-0.77, 3.09, 3.13], [-0.77, 1.70, 3.23], [-1.35, 1.14, 4.38], [-1.93, 1.93, 5.36], [-0.18, 0.77, 2.24], [-0.01, 0.91, 0.92], [-0.38, 2.16, 0.23], [-1.71, 2.48, -0.07], [-2.02, 3.65, -0.75], [-1.02, 4.53, -1.16], [0.30, 4.20, -0.90], [0.62, 3.03, -0.22], [-2.40, 3.93, 6.00], [-1.35, 4.96, 4.00], [-0.31, 3.57, 2.28], [-1.33, 0.06, 4.49], [-2.38, 1.46, 6.23], [0.12, -0.18, 2.69], [-2.49, 1.79, 0.21], [-3.06, 3.88, -0.97], [-1.27, 5.44, -1.70], [1.10, 4.86, -1.23], [1.65, 2.77, -0.03]]
}

Entry 4:
{
  "formula": "C34H28O23",
  "method": "the ωB97M-V functional and the def2-TZVPD basis",
  "multiplicity": 1,
  "total_energy_ev": -82801.360,
  "gap_ev": 7.72,
  "homo_energy_ha": -0.3484,
  "elements": ["C", "O", "C", "C", "O", "O", "C", "H", "H", "H", "H", "H", "H", "H", "H", "C", "C", "C", "O", "C", "C", "C", "O", "O", "O", "H", "H", "H", "H", "C", "C", "C", "O", "C", "C", "C", "O", "O", "O", "H", "H", "H", "H", "C", "C", "C", "O", "C", "C", "C", "O", "O", "O", "H", "H", "H", "H", "C", "C", "C", "O", "C", "C", "C", "O", "O", "O", "H", "H", "H", "H", "C", "C", "C", "O", "C", "C", "C", "O", "O", "O", "H", "H", "H", "H"],
  "coordinates": [[1.69, -4.57, -5.13], [1.07, -4.79, -3.87], [1.95, -4.89, -2.78], [2.36, -3.60, -2.11], [3.38, -3.50, -1.49], [1.45, -2.60, -2.11], [1.20, -1.89, -3.33], [1.15, -3.78, -5.65], [1.65, -5.48, -5.72], [2.73, -4.25, -5.01], [2.87, -5.43, -3.03], [1.44, -5.46, -2.00], [0.28, -2.23, -3.79], [1.10, -0.84, -3.07], [2.03, -1.99, -4.02], [-3.36, 0.23, -2.82], [-4.66, 0.44, -2.54], [-5.43, -0.43, -1.56], [-6.60, -0.11, -1.39], [-4.76, -1.53, -0.93], [-3.46, -1.74, -1.21], [-2.69, -0.86, -2.17], [-1.52, -1.16, -2.33], [-2.75, -2.72, -0.69], [-5.38, 1.41, -3.07], [-2.81, 0.85, -3.51], [-5.32, -2.15, -0.24], [-1.84, -2.63, -1.06], [-6.28, 1.34, -2.68], [4.79, 1.57, -1.46], [4.66, 2.61, -0.63], [3.73, 2.57, 0.57], [3.71, 3.58, 1.26], [2.97, 1.38, 0.82], [3.09, 0.33, -0.01], [4.03, 0.36, -1.21], [4.09, -0.65, -1.89], [2.44, -0.80, 0.14], [5.30, 3.76, -0.76], [5.45, 1.58, -2.32], [2.31, 1.37, 1.68], [2.68, -1.41, -0.59], [5.00, 4.32, -0.02], [-10.85, -0.09, 1.92], [-11.42, -1.16, 2.49], [-10.78, -2.54, 2.46], [-11.39, -3.43, 3.03], [-9.52, -2.70, 1.79], [-8.94, -1.63, 1.22], [-9.57, -0.25, 1.26], [-8.95, 0.65, 0.73], [-7.79, -1.68, 0.57], [-12.58, -1.14, 3.12], [-11.30, 0.89, 1.94], [-9.07, -3.69, 1.77], [-7.59, -0.78, 0.22], [-12.74, -2.06, 3.43], [0.60, 8.33, 3.08], [0.30, 7.58, 2.01], [0.75, 6.13, 1.89], [0.40, 5.55, 0.88], [1.55, 5.56, 2.94], [1.85, 6.31, 4.01], [1.38, 7.75, 4.15], [1.71, 8.33, 5.17], [2.57, 5.90, 5.04], [-0.41, 7.99, 0.98], [0.28, 9.36, 3.18], [1.88, 4.53, 2.83], [2.62, 6.65, 5.66], [-0.47, 7.23, 0.37], [6.07, -2.63, 0.58], [7.05, -2.21, -0.23], [8.47, -1.97, 0.26], [9.28, -1.60, -0.57], [8.76, -2.20, 1.66], [7.78, -2.62, 2.47], [6.37, -2.87, 1.97], [5.57, -3.26, 2.80], [7.92, -2.86, 3.76], [6.89, -1.95, -1.51], [5.06, -2.80, 0.22], [9.77, -2.02, 2.01], [7.04, -3.15, 4.08], [7.75, -1.67, -1.87]]
}

Entry 5:
{
  "formula": "C34H29AsF6N3OP2S5V",
  "method": "the ωB97M-V functional and the def2-TZVPD basis",
  "total_charge": 1,
  "multiplicity": 4,
  "total_energy_ev": -217832.898,
  "s2": 3.81,
  "gap_ev": [6.40, 6.39],
  "homo_energy_ha": [-0.3639, -0.4071],
  "elements": ["V", "S", "C", "S", "C", "C", "S", "S", "S", "C", "N", "P", "C", "C", "C", "C", "C", "C", "C", "C", "C", "C", "C", "C", "P", "C", "C", "C", "C", "C", "C", "C", "C", "C", "C", "C", "C", "H", "H", "H", "H", "H", "H", "H", "H", "H", "H", "H", "H", "H", "H", "H", "H", "H", "H", "H", "H", "H", "H", "H", "F", "As", "F", "F", "F", "F", "F", "N", "C", "O", "C", "C", "C", "N", "C", "C", "H", "H", "H", "H", "H", "H"],
  "coordinates": [[0.23, 0.39, -1.18], [7.05, 2.07, -3.62], [5.57, 1.60, -3.16], [4.22, 1.42, -4.24], [3.04, 0.92, -3.08], [3.51, 0.82, -1.76], [2.57, 0.27, -0.46], [5.15, 1.23, -1.50], [1.46, 0.60, -3.52], [0.05, 0.36, 3.48], [0.25, 0.39, 2.03], [0.15, 1.75, 1.01], [-1.24, 2.73, 1.62], [-1.19, 4.12, 1.58], [-2.29, 4.87, 1.98], [-3.44, 4.24, 2.44], [-3.49, 2.85, 2.49], [-2.40, 2.10, 2.08], [1.59, 2.81, 1.27], [1.98, 3.69, 0.26], [3.09, 4.50, 0.43], [3.83, 4.42, 1.60], [3.46, 3.54, 2.61], [2.34, 2.74, 2.44], [0.01, -0.93, 0.99], [-1.53, -1.75, 1.47], [-1.53, -2.84, 2.34], [-2.73, -3.41, 2.73], [-3.93, -2.90, 2.27], [-3.94, -1.81, 1.41], [-2.74, -1.24, 1.01], [1.29, -2.15, 1.29], [1.21, -3.38, 0.63], [2.21, -4.33, 0.80], [3.28, -4.06, 1.64], [3.36, -2.84, 2.30], [2.37, -1.88, 2.12], [-0.31, 1.33, 3.82], [0.97, 0.12, 4.01], [-0.71, -0.39, 3.74], [-0.31, 4.63, 1.23], [-2.24, 5.95, 1.94], [-4.29, 4.83, 2.76], [-4.37, 2.36, 2.86], [-2.46, 1.02, 2.16], [1.41, 3.74, -0.66], [3.39, 5.18, -0.35], [4.71, 5.05, 1.73], [4.03, 3.48, 3.52], [2.07, 2.05, 3.23], [-0.60, -3.25, 2.70], [-2.73, -4.26, 3.41], [-4.87, -3.35, 2.58], [-4.87, -1.40, 1.04], [-2.76, -0.37, 0.36], [0.37, -3.61, -0.02], [2.14, -5.27, 0.29], [4.06, -4.80, 1.78], [4.21, -2.63, 2.94], [2.47, -0.92, 2.60], [-1.88, 1.12, -1.20], [-1.84, 2.39, -2.52], [-1.42, 1.04, -3.53], [-0.07, 2.35, -1.94], [-1.43, 3.49, -3.73], [-2.10, 3.59, -1.33], [-3.49, 2.22, -2.87], [-2.88, -4.21, -5.49], [-1.67, -4.40, -4.91], [-0.95, -5.34, -5.14], [-1.26, -3.37, -3.88], [0.11, -3.22, -3.64], [0.53, -2.27, -2.74], [-0.34, -1.50, -2.05], [-1.64, -1.72, -2.21], [-2.15, -2.61, -3.15], [-3.15, -4.87, -6.20], [-3.38, -3.34, -5.42], [0.82, -3.84, -4.17], [1.57, -2.09, -2.54], [-2.31, -1.13, -1.60], [-3.22, -2.71, -3.25]]
}

Entry 6:
{
  "formula": "C34H29AsFN3ReS2",
  "method": "the ωB97M-V functional and the def2-TZVPD basis",
  "total_charge": 2,
  "multiplicity": 2,
  "total_energy_ev": -127542.068,
  "s2": 0.77,
  "gap_ev": [6.42, 6.47],
  "homo_energy_ha": [-0.4916, -0.4881],
  "elements": ["Re", "C", "N", "C", "C", "N", "C", "S", "C", "C", "C", "C", "C", "N", "H", "H", "H", "H", "H", "H", "H", "H", "H", "S", "C", "C", "C", "C", "C", "C", "As", "C", "C", "C", "C", "C", "C", "C", "C", "C", "C", "C", "C", "H", "H", "H", "H", "H", "H", "H", "H", "H", "H", "H", "H", "H", "H", "F", "C", "C", "C", "C", "C", "C", "C", "H", "H", "H", "H", "H", "H"],
  "coordinates": [[-0.09, -0.04, 0.17], [5.21, 0.52, 0.66], [4.24, 0.26, 1.71], [4.54, -0.13, 3.00], [3.38, -0.27, 3.65], [2.35, 0.06, 2.76], [2.91, 0.35, 1.56], [2.22, 0.75, 0.06], [0.99, 0.09, 3.17], [0.76, 0.34, 4.52], [-0.52, 0.25, 5.03], [-1.54, -0.10, 4.17], [-1.25, -0.26, 2.83], [-0.01, -0.14, 2.30], [6.20, 0.46, 1.09], [5.06, 1.53, 0.26], [5.11, -0.21, -0.15], [5.55, -0.28, 3.33], [3.18, -0.60, 4.66], [1.58, 0.63, 5.16], [-0.70, 0.45, 6.07], [-2.56, -0.22, 4.50], [-2.03, -0.49, 2.12], [-2.29, 0.00, -0.55], [-3.03, 1.62, -0.51], [-4.42, 1.71, -0.55], [-5.01, 2.96, -0.45], [-4.24, 4.11, -0.32], [-2.85, 4.02, -0.31], [-2.26, 2.76, -0.41], [-0.40, 2.40, -0.48], [-0.05, 2.19, -2.38], [-1.10, 2.19, -3.30], [-0.84, 1.98, -4.65], [0.47, 1.78, -5.09], [1.51, 1.80, -4.18], [1.26, 2.00, -2.83], [0.61, 3.93, 0.07], [1.02, 4.88, -0.86], [1.68, 6.02, -0.42], [1.92, 6.21, 0.93], [1.51, 5.26, 1.86], [0.85, 4.12, 1.43], [-5.03, 0.82, -0.64], [-6.09, 3.04, -0.47], [-4.71, 5.08, -0.24], [-2.24, 4.91, -0.23], [-2.11, 2.35, -2.98], [-1.65, 1.98, -5.36], [0.66, 1.62, -6.14], [2.53, 1.67, -4.52], [2.09, 2.05, -2.14], [0.83, 4.75, -1.92], [2.00, 6.77, -1.14], [2.44, 7.10, 1.27], [1.70, 5.41, 2.91], [0.53, 3.38, 2.15], [4.40, -2.08, -2.00], [3.16, -2.13, -1.52], [2.12, -1.74, -2.34], [0.84, -1.77, -1.81], [0.61, -2.18, -0.47], [-0.73, -2.17, 0.09], [1.72, -2.58, 0.31], [2.99, -2.57, -0.21], [2.31, -1.43, -3.35], [-0.01, -1.51, -2.44], [-0.81, -2.62, 1.08], [-1.59, -2.40, -0.53], [1.54, -2.92, 1.33], [3.86, -2.91, 0.35]]
}